# C5H12NO

An isolated ion of composition C5H12NO and charge -1 in a non-equilibrium geometry (ωB97M-V with the def2-TZVPD basis set, the OMol25 dataset).

CARTESIAN COORDINATES (ANGSTROEM)
C: 1.6337 0.1529 -1.7771
C: 0.3058 -0.0009 -0.8622
C: 0.7435 -0.0763 0.5895
C: -0.2920 -0.3605 1.7663
C: -1.7283 -0.6947 1.1660
O: -2.4428 0.4351 1.1060
N: -0.5019 1.1477 -1.2487
H: 2.2344 -0.5837 -2.2850
H: 1.3057 0.8547 -2.5517
H: 2.3137 0.6851 -1.1143
H: -0.3409 -0.8053 -1.1155
H: 1.4174 -0.9546 0.5832
H: 1.4843 0.7008 0.8719
H: -0.4252 0.5138 2.4068
H: 0.2408 -1.1667 2.3754
H: -1.6793 -1.2544 0.1506
H: -2.2101 -1.4765 1.7971
H: -1.5181 0.8775 -1.1838
H: -0.5408 2.0059 -0.6745

As for the charge: -1. The calculation puts the energy above the lowest of the compared OMol25 structures with the same formula, charge and spin at 32.6 kcal/mol. As for the structure (SMILES): C[C@H](N)CCC[O-].

Here is what Mulliken gives for the atomic charges, in e: -1.425, 0.349, -0.800, -0.545, -0.406, -0.902, -0.774, 0.329, 0.407, 0.257, 0.388, 0.307, 0.252, 0.301, 0.326, 0.034, 0.327, 0.328, 0.248